Version i
A molecular structure, C8H16. Source: OMol25; level of theory: ωB97M-V/def2-TZVPD.

Its LUMO energy is 0.9 eV. The frontier orbital gap is 8.6 eV. Its HOMO energy is -7.70 eV. As for the charge: 0. The molecular weight comes out at 112.22 g mol⁻¹.

Each line ends with the Mulliken charge.
Atoms and positions in Å:
C -0.259 0.257 0.378  1.62
C 0.975 -0.205 -0.135  -1.66
C 0.282 -1.927 -0.708  -0.40
C -1.336 0.701 -0.576  -1.46
C -0.762 -0.284 1.691  -1.45
C 0.770 -2.169 -2.117  -1.23
C 0.774 2.008 0.865  -0.07
C 0.069 2.969 1.438  -0.74
H 1.326 0.251 -1.052  0.48
H 1.737 -0.486 0.581  0.42
H 1.828 2.182 0.648  0.24
H -0.791 -2.087 -0.629  0.34
H 0.760 -2.568 0.031  0.33
H -1.196 0.537 2.262  0.37
H -1.546 -1.025 1.536  0.34
H -1.898 1.516 -0.121  0.39
H -0.920 1.045 -1.521  0.35
H -2.044 -0.108 -0.764  0.36
H 0.039 -0.718 2.286  0.36
H 0.524 -3.177 -2.467  0.37
H 1.854 -2.055 -2.185  0.31
H 0.316 -1.456 -2.809  0.28
H 0.493 3.934 1.716  0.28
H -0.993 2.865 1.654  0.18

***

Version ii
2 unconnected molecules or ions with the total composition C8H16. Source: OMol25; level of theory: ωB97M-V/def2-TZVPD.

Its LUMO energy is 1.1 eV. The frontier orbital gap is 10.4 eV. Its HOMO energy is -9.31 eV. As for the charge: 0. The molecular weight comes out at 112.22 g mol⁻¹. As for the structure (SMILES): C=CCC.C=CCC.

Each line ends with the Mulliken charge.
Atoms and positions in Å:
C -0.941 -3.407 -5.235  -0.83
C -0.276 -3.001 -4.152  -0.02
C 0.288 -3.928 -3.115  -0.25
C 0.651 -5.356 -3.455  -1.07
H -1.253 -2.718 -6.028  0.31
H -1.176 -4.470 -5.362  0.19
H -0.008 -1.947 -3.997  0.31
H -0.321 -3.929 -2.191  0.31
H 1.245 -3.420 -2.888  0.21
H -0.280 -5.900 -3.685  0.29
H 1.149 -5.854 -2.606  0.35
H 1.317 -5.409 -4.333  0.20
C 3.056 -0.670 -5.590  -0.84
C 2.349 -1.139 -6.639  0.02
C 2.904 -2.279 -7.430  -0.35
C 1.907 -3.365 -7.514  -0.75
H 2.791 0.194 -4.970  0.28
H 3.963 -1.227 -5.328  0.20
H 1.450 -0.577 -6.925  0.31
H 3.922 -2.594 -7.131  0.31
H 2.955 -1.922 -8.476  0.20
H 1.786 -3.896 -6.555  -0.01
H 2.364 -4.055 -8.243  0.35
H 0.910 -3.073 -7.883  0.27

***

Relative energies, in kcal/mol, with the most stable structure set to zero: version i 51.7; version ii 0.0.